Record 1
This record from the Open Molecules 2025 dataset describes the molecule C15H17NO4 in a non-equilibrium geometry. The level of theory is the ωB97M-V functional and the def2-TZVPD basis.

The energy above the lowest of the compared OMol25 structures with the same formula, charge and spin is 78.46 kcal per mole. For the HOMO energy, the calculation gives -7.82 eV. The LUMO energy is 0.53 eV.

```
! RIJCOSX wB97M-V def2-TZVPD def2/J DEFGRID3
* xyz 0 1
O -3.286 1.134 -1.540
O -0.771 3.045 -0.438
O -2.574 2.279 -3.383
O -0.683 1.120 0.519
C -2.381 1.571 -2.230
C -0.775 1.871 -0.507
C 2.949 -2.556 4.877
C 2.761 -1.162 4.993
C 2.226 -3.293 4.000
C 1.906 -0.578 4.082
C 1.332 -2.710 3.025
C 1.155 -1.360 3.099
N 0.403 -0.725 2.131
C -1.342 2.185 -5.267
C -0.246 -1.395 0.920
C -0.235 1.582 -3.039
C -0.850 -0.337 -1.376
C -1.217 2.517 -3.827
C -1.068 -0.253 0.192
C -0.980 1.154 -1.818
H 3.629 -2.966 5.513
H 3.267 -0.616 5.770
H 2.160 -4.380 3.956
H 1.627 0.510 4.189
H 0.749 -3.387 2.389
H 0.408 0.217 2.214
H -0.410 2.312 -5.805
H -2.171 2.747 -5.803
H -1.557 1.123 -5.333
H -0.928 -2.135 1.327
H 0.498 -1.874 0.214
H 0.159 0.759 -3.648
H 0.570 2.265 -2.849
H 0.178 -0.683 -1.497
H -1.398 -1.252 -1.828
H -1.015 3.678 -3.705
H -2.090 -0.408 0.482
*
```

---

Record 2
This record from the Open Molecules 2025 dataset describes a cluster of 12 separate species, C4H30N2O13 in total in a non-equilibrium geometry. The level of theory is the ωB97M-V functional and the def2-TZVPD basis.

The energy above the lowest of the compared OMol25 structures with the same formula, charge and spin is 77.14 kcal per mole. For the HOMO energy, the calculation gives -10.13 eV. The LUMO energy is 0.05 eV.

```
! RIJCOSX wB97M-V def2-TZVPD def2/J DEFGRID3
* xyz 0 1
C -1.647 -1.245 -0.633
N -1.154 -0.803 0.572
C -0.859 -1.849 1.590
C -0.429 0.448 0.558
C 1.012 0.214 0.072
N 1.265 0.419 -1.232
O 1.855 -0.232 0.837
O -1.659 -0.553 -1.632
H -1.886 -2.320 -0.594
H -0.947 -1.478 2.612
H 0.164 -2.187 1.386
H -1.470 -2.704 1.356
H -0.905 1.193 -0.104
H -0.417 0.861 1.566
H 0.549 0.862 -1.819
H 2.070 0.327 -1.826
H -3.671 -1.684 2.720
H -3.407 -1.475 1.335
O -4.116 -1.267 1.965
H -0.745 2.582 2.767
H 0.796 2.226 2.989
O -0.035 2.477 3.402
H -1.277 0.941 -2.562
H -1.376 2.499 -2.597
O -0.801 1.756 -2.793
H 3.088 1.995 2.240
H 3.522 1.183 1.125
O 3.896 1.841 1.733
H 1.237 3.747 1.111
H 1.744 2.592 0.324
O 1.159 2.783 1.074
H 2.652 -3.212 -2.645
H 2.744 -1.771 -2.148
O 2.135 -2.520 -2.217
H -2.999 0.874 0.554
H -4.381 1.068 0.886
O -3.664 1.575 0.479
H -2.045 3.582 0.136
H -0.699 3.039 0.257
O -1.131 3.901 0.227
H 4.926 -0.323 0.092
H 3.536 -0.850 0.223
O 4.213 -0.677 -0.467
H 0.678 -2.966 -1.260
H 0.064 -4.314 -0.670
O 0.186 -3.369 -0.528
H -1.171 -1.835 -3.640
H 0.141 -2.653 -3.223
O -0.743 -2.701 -3.600
*
```